(1)
18
Properties=species:S:1:pos:R:3 method="wB97M-V/def2-TZVPD" gap_ha=0.431 smiles="C[N+](C)(C)NC=O" relative_energy_kcal_mol=88.29 charge=+1 homo_ev=-14.801 multiplicity=1 lumo_ev=-3.07 e_tot_ev=-9345.0280
C 2.1572 -0.6646 -0.0761
C -1.5609 -0.8224 -0.0183
C -0.3076 0.8512 1.2325
C -0.1079 0.8034 -1.1585
N 0.8285 -0.9742 0.0756
N -0.2802 -0.0607 0.0091
O 2.7281 0.3881 -0.0411
H 2.7265 -1.6361 -0.2559
H -1.6499 -1.1306 -1.1185
H -1.4652 -1.5526 0.7580
H -2.3812 -0.0754 0.1896
H 0.5976 1.4532 1.2740
H -1.0365 1.6598 0.9644
H -0.3999 0.4428 2.3502
H 0.8923 1.1236 -1.4112
H -0.5466 0.3756 -2.0491
H -0.5889 1.7027 -0.9922
H 0.3945 -1.8838 0.2674

---

(2)
19
Properties=species:S:1:pos:R:3 method="wB97M-V/def2-TZVPD" gap_ha="0.151 / 0.380" relative_energy_kcal_mol=81.47 homo_ev="-3.652 / -9.935" s_squared=0.7509 multiplicity=2 lumo_ev="0.47 / 0.41" e_tot_ev=-11396.8523
N -0.6611 -0.2313 -2.5865
C -0.1543 0.1231 -1.2615
C -0.1105 -1.0439 -0.3604
N 0.5181 -0.9059 0.9408
C 1.4447 0.2252 1.3217
C 0.4219 1.3716 1.8949
O -0.4759 1.8640 0.8496
O -0.7997 -1.9922 -0.6293
H -1.2856 -1.1470 -2.5037
H 0.2575 -0.3580 -3.1728
H -1.3476 0.5089 -3.0675
H 0.7283 0.7649 -1.3120
H -0.8888 0.7918 -0.6220
H 0.3981 -1.6902 1.5463
H 2.0936 0.0080 2.2535
H 1.9218 0.6619 0.4613
H 0.9793 2.2633 2.4713
H -0.1188 0.8941 2.6089
H -1.1427 2.2328 1.5265

---

(3)
19
Properties=species:S:1:pos:R:3 method="wB97M-V/def2-TZVPD" gap_ha=0.422 smiles="NC(=O)[C@@H]([NH3+])CCO" relative_energy_kcal_mol=6.17 charge=+1 homo_ev=-14.501 multiplicity=1 lumo_ev=-3.01 e_tot_ev=-11395.8557
N 1.1705 -0.0786 -1.0847
C -0.0402 0.4135 -0.3636
C -0.2607 -0.4528 0.8793
C -0.7102 -1.8233 0.4711
O 0.2381 -2.3593 -0.4823
C 0.2480 1.8675 -0.0135
N -0.7932 2.5533 0.5414
O 1.3717 2.2867 -0.1578
H 0.9579 -1.0118 -1.4642
H 1.9839 -0.1911 -0.4698
H 1.4609 0.5923 -1.7991
H -0.9046 0.3050 -1.0187
H -1.0558 0.0257 1.4440
H 0.6584 -0.4662 1.4576
H -1.6702 -1.7931 -0.0317
H -0.8388 -2.4813 1.3269
H 0.4882 -3.2477 -0.1934
H -1.7179 2.3439 0.1973
H -0.5856 3.5172 0.7611

---

(4)
19
Properties=species:S:1:pos:R:3 method="wB97M-V/def2-TZVPD" gap_ha=0.219 relative_energy_kcal_mol=123.94 charge=+1 homo_ev=-13.696 multiplicity=1 lumo_ev=-7.72 e_tot_ev=-20178.2987
N -1.2365 1.6965 0.1422
C -0.6406 0.5136 -0.3412
C 0.9118 0.6352 -0.3376
S 1.3269 1.6973 -1.6789
C -0.9110 -0.7689 0.7927
N -0.3487 -1.9181 0.2607
C 0.0317 -2.9315 1.2409
O -0.5399 -0.3244 1.9017
H -1.8329 1.7501 0.9667
H -1.5638 2.3155 -0.5815
H -2.0029 -0.7960 0.6361
H -1.0654 0.2718 -1.3272
H 1.1313 1.2006 0.5653
H 1.4313 -0.3135 -0.3247
H 1.9591 0.7904 -2.4395
H -0.9797 -2.2420 -0.4623
H 0.7608 -2.4902 1.9251
H -0.8315 -3.1478 1.9061
H 0.3636 -3.8674 0.8202

---

(5)
18
Properties=species:S:1:pos:R:3 method="wB97M-V/def2-TZVPD" gap_ha=0.211 smiles=NCCNCC[S-] relative_energy_kcal_mol=35.57 charge=-1 homo_ev=-2.268 multiplicity=1 lumo_ev=3.49 e_tot_ev=-18141.5559
C -0.3579 -0.7607 1.6421
N -0.3426 0.2353 0.5432
C 0.5978 -0.2528 -0.5000
C 0.4249 0.4586 -1.8345
S 1.9584 0.5691 -2.8180
C -1.2110 -0.1753 2.7602
N -2.6586 -0.4876 2.6585
H -0.8566 -1.6926 1.3500
H 0.6703 -0.8992 1.9234
H -1.2803 0.3445 0.1737
H 0.4450 -1.3472 -0.5996
H 1.6302 -0.1065 -0.1855
H 0.1111 1.4493 -1.4802
H -0.3811 -0.0132 -2.4474
H -1.0284 0.8920 2.8653
H -0.9334 -0.5787 3.7555
H -3.5193 -0.0777 2.9496
H -2.7620 -1.0747 1.8441

---

(6)
18
Properties=species:S:1:pos:R:3 method="wB97M-V/def2-TZVPD" gap_ha=0.229 smiles=CN[C@@H](CN)C[S-] relative_energy_kcal_mol=25.48 charge=-1 homo_ev=-2.539 multiplicity=1 lumo_ev=3.71 e_tot_ev=-18141.9933
C -0.4458 -1.1402 -2.1038
N 0.3628 -0.3427 -1.1902
C -0.0232 -0.1317 0.2117
C -1.4274 0.4817 0.3508
S -2.0399 0.6999 2.0050
C 1.1151 0.7951 0.7521
N 1.2433 0.9253 2.2013
H -0.1569 -0.9075 -3.1357
H -1.5178 -1.0698 -1.9685
H -0.1245 -2.1841 -1.9517
H 1.3394 -0.4362 -1.3924
H 0.1294 -1.0609 0.7893
H -1.3022 1.4359 -0.1871
H -2.0003 -0.2266 -0.2728
H 2.0067 0.3381 0.3119
H 1.0889 1.8305 0.3837
H 0.2919 0.9814 2.5862
H 1.4603 0.0117 2.6103

---

(7)
18
Properties=species:S:1:pos:R:3 method="wB97M-V/def2-TZVPD" gap_ha="0.277 / 0.277" relative_energy_kcal_mol=154.35 charge=+1 homo_ev="-12.411 / -12.412" multiplicity=1 lumo_ev="-4.87 / -4.87" e_tot_ev=-18128.8259
C 0.8688 1.1395 -0.5450
C -0.1762 -1.2438 -1.9148
C -1.0364 -1.0161 -3.0626
C 0.9220 0.5583 2.0064
N 0.0079 0.7026 3.0713
N 0.2610 1.1787 0.7570
S 0.5910 -2.6416 -1.5558
H 1.8227 0.5986 -0.4907
H -0.5891 -0.2137 -3.6540
H -1.2068 -1.8913 -3.6979
H -1.9910 -0.6183 -2.7141
H 1.8576 1.1051 2.1506
H 1.1456 -0.4794 1.7370
H 0.2944 1.2916 3.8311
H -0.4161 -0.1437 3.4134
H -0.6825 0.7731 0.6672
H 0.0814 2.1774 0.9488
H 0.2237 -3.5030 -2.5464

---

(8)
18
Properties=species:S:1:pos:R:3 method="wB97M-V/def2-TZVPD" gap_ha=0.357 relative_energy_kcal_mol=91.21 charge=+1 homo_ev=-13.713 multiplicity=1 lumo_ev=-4.01 e_tot_ev=-18131.5637
C -0.2258 -1.3619 0.2838
C 1.9217 1.3577 0.2567
C -2.6761 0.0291 0.5681
C 0.8449 1.0530 -0.7892
N -0.2663 0.5364 0.0574
N 0.6577 -2.0510 -0.5085
S -1.3906 -0.3751 -0.6415
H -0.1370 -1.3758 1.3414
H 1.4214 1.4424 1.1654
H 2.6367 0.5588 0.3887
H 2.3612 2.3087 0.0416
H -2.8908 -0.9814 0.8344
H -3.4913 0.5844 0.0375
H -2.1444 0.6791 1.2302
H 0.3870 1.9848 -1.0999
H 1.3160 0.3700 -1.6058
H 1.4931 -2.4070 -0.1909
H 0.1826 -2.3522 -1.3694

---

What did the eighth record say?
18
Properties=species:S:1:pos:R:3 method="wB97M-V/def2-TZVPD" gap_ha=0.357 relative_energy_kcal_mol=91.21 charge=+1 homo_ev=-13.713 multiplicity=1 lumo_ev=-4.01 e_tot_ev=-18131.5637
C -0.2258 -1.3619 0.2838
C 1.9217 1.3577 0.2567
C -2.6761 0.0291 0.5681
C 0.8449 1.0530 -0.7892
N -0.2663 0.5364 0.0574
N 0.6577 -2.0510 -0.5085
S -1.3906 -0.3751 -0.6415
H -0.1370 -1.3758 1.3414
H 1.4214 1.4424 1.1654
H 2.6367 0.5588 0.3887
H 2.3612 2.3087 0.0416
H -2.8908 -0.9814 0.8344
H -3.4913 0.5844 0.0375
H -2.1444 0.6791 1.2302
H 0.3870 1.9848 -1.0999
H 1.3160 0.3700 -1.6058
H 1.4931 -2.4070 -0.1909
H 0.1826 -2.3522 -1.3694

---

Look up the multiplicity of the eighth one.
1